ORCA calculation (the ωB97M-V functional and the def2-TZVPD basis) on a 2-piece molecular cluster, C3H10NOS overall.

The calculation puts the LUMO energy at -5.00 eV. As for the multiplicity: 1. Its net charge is +1. For the electronic energy, the calculation gives -17638.4413 eV.

Element x y z (Å)
C1 -1.119013 0.100003 1.235998
C2 0.616011 -1.081017 -0.273102
C3 0.064607 0.145979 0.362571
N1 2.001779 -0.835764 -0.578414
O1 -1.271823 1.095782 -1.179609
S1 1.157723 1.417932 0.348969
H1 -1.660271 1.043813 1.232169
H2 -1.787478 -0.708504 0.943594
H3 -0.800221 -0.088587 2.265144
H4 0.059996 -1.279330 -1.197430
H5 0.420469 -1.945347 0.385387
H6 2.359607 -1.385463 -1.347894
H7 2.603860 -0.971453 0.224857
H8 -0.853342 1.401771 -1.993467
H9 -2.153946 0.793291 -1.424677
H10 0.362043 2.296893 0.995902

Atomic forces in eV per Å
-0.4 0.1 0.1
0.1 -0.3 -0.1
0.6 0.4 0.6
0.3 -0.3 -0.2
-0.3 0.0 -0.5
-0.1 0.1 0.1
0.1 0.0 0.0
0.0 0.0 0.0
0.1 -0.1 0.0
0.0 0.1 0.2
0.0 0.2 0.0
-0.1 0.0 0.0
0.0 -0.1 -0.1
-0.1 0.0 -0.1
-0.1 0.1 -0.1
-0.1 -0.1 0.1